No. 1
Molecular formula: C2H5NOS
Method: DFT, ωB97M-V/def2-TZVPD

Kohn-Sham gap ... 0.31148 Ha
Relative energy (zero: lowest compared OMol25 entry of this formula, charge and spin) ... 279.1 kJ/mol
LUMO energy ... -0.0079 Eh
Calculated total energy ... -607.300520 Ha

Last column: natural (NBO) charge in e.
Element x y z (Å)
S1 0.111 0.693 2.353  0.048
O1 -1.244 -0.323 -1.296  -0.672
N1 0.830 -0.963 -0.473  -0.775
C1 -0.433 -0.888 -0.474  0.438
C2 0.370 1.292 0.892  -0.466
H1 1.455 -1.320 0.348  0.400
H2 -0.422 1.576 0.189  0.182
H3 -0.915 -0.117 -2.203  0.498
H4 1.340 1.291 0.279  0.208
H5 -1.091 -1.242 0.386  0.139

No. 2
Molecular formula: C2H5NOS
Method: DFT, ωB97M-V/def2-TZVPD

Kohn-Sham gap ... 0.30470 Ha
Relative energy (zero: lowest compared OMol25 entry of this formula, charge and spin) ... 868.8 kJ/mol
LUMO energy ... -0.0126 Eh
Calculated total energy ... -607.075914 Ha

Last column: natural (NBO) charge in e.
Element x y z (Å)
S1 -2.607 -0.462 -0.180  0.109
O1 -0.046 -0.279 -0.488  -0.545
N1 -1.876 1.114 -0.116  -0.555
C1 1.398 -0.349 -0.064  -0.360
C2 -0.681 0.849 -0.049  0.380
H1 2.284 0.904 -0.341  0.204
H2 -1.784 -1.572 1.003  0.104
H3 1.438 -1.304 -1.033  0.250
H4 -0.070 1.875 0.026  0.169
H5 1.945 -0.776 1.241  0.242

No. 3
Molecular formula: C2H5NOS2
Method: DFT, ωB97M-V/def2-TZVPD

Kohn-Sham gap (spin up / spin down) ... 0.32725 / 0.24768 Ha
Relative energy (zero: lowest compared OMol25 entry of this formula, charge and spin) ... 508.5 kJ/mol
LUMO energy (spin up / spin down) ... 0.0038 / 0.0090 Eh
Calculated total energy ... -1005.380109 Ha

Last column: natural (NBO) charge in e.
Element x y z (Å)
S1 1.075 0.654 -0.319  0.443
S2 -1.248 -1.443 0.080  0.248
O1 -3.088 0.105 0.046  -0.507
N1 -2.575 1.371 0.039  -0.310
C1 2.658 -0.292 -0.018  -0.736
C2 -0.003 -0.516 -0.081  -0.587
H1 2.608 -1.241 -0.539  0.230
H2 2.758 -0.451 1.050  0.223
H3 -3.349 -0.061 -0.876  0.487
H4 -2.310 1.560 1.007  0.290
H5 3.474 0.315 -0.391  0.220

> Which formula does entry 3 have?

C2H5NOS2